[1]
10
Properties=species:S:1:pos:R:3:forces:R:3:nbo_charge:R:1 method="wB97M-V/def2-TZVPD" total_energy_ha=-189.26509 homo_energy_ha=-0.312 largest_force_ha_per_bohr=0.0349
C -0.807999 0.117301 0.381114 -0.13 -0.28 -0.65 -0.0195
H 0.542460 1.814995 0.130456 -0.49 -0.33 0.38 0.2161
H -0.547468 1.894192 1.569084 0.18 -0.22 -0.45 0.2312
H -1.877977 0.080864 0.645428 0.67 -0.09 -0.15 0.1865
N 0.851659 -0.806982 -0.908636 0.02 1.43 1.08 -0.6570
H 1.041829 -1.533779 -1.551323 0.33 -0.30 -0.31 0.3856
H 1.558699 -0.151543 -0.555456 -0.41 -0.70 -0.45 0.3596
C 0.036891 1.215221 0.925347 0.90 0.65 0.64 -0.7064
H 0.866005 0.854490 1.579518 -0.46 -0.03 -0.40 0.2175
N -0.416931 -0.757925 -0.470860 -0.61 -0.13 0.31 -0.2137



[2]
10
Properties=species:S:1:pos:R:3:forces:R:3:nbo_charge:R:1 method="wB97M-V/def2-TZVPD" total_energy_ha=-189.29158 smiles="[H]/N=C(/C)N" homo_energy_ha=-0.337 largest_force_ha_per_bohr=0.1070
N 1.163369 -0.199454 -1.109101 -1.38 1.21 -0.38 -0.7346
C -0.853144 0.867041 -0.318169 -0.75 0.35 0.90 -0.6790
H -0.270891 -0.703648 1.850319 1.31 -0.58 -3.95 0.3935
N 0.182341 -0.984680 0.834853 -0.30 -1.20 5.36 -0.8239
C 0.218878 -0.171057 -0.240518 1.34 0.78 -0.16 0.4418
H 1.966606 -0.737935 -0.865501 0.33 -0.85 0.33 0.3285
H -1.327106 0.785820 -1.243810 -0.66 -0.17 -1.80 0.2399
H -1.716030 0.822223 0.394245 1.16 -0.21 -0.10 0.2117
H -0.410643 1.860934 -0.324147 0.09 -0.03 0.28 0.2397
H 1.046619 -1.539243 1.021829 -1.14 0.69 -0.46 0.3823



[3]
11
Properties=species:S:1:pos:R:3:forces:R:3:nbo_charge:R:1 method="wB97M-V/def2-TZVPD" total_energy_ha=-264.40442 smiles="C=CN.N=O" homo_energy_ha="-0.288 / -0.288" largest_force_ha_per_bohr=0.0602
H -1.555909 -0.900981 1.139902 0.07 -0.54 -0.58 0.3970
H 0.426773 0.718432 -1.628327 0.03 0.52 0.70 0.2110
H -0.988178 -1.211503 -0.589294 -0.51 1.37 2.47 0.3983
C 0.379469 1.152626 -0.616837 -2.41 -0.94 1.70 -0.5234
N -1.093698 -0.606049 0.294185 0.88 -0.01 -1.40 -0.8551
O 2.942160 -0.275641 0.630719 -0.53 -0.26 -0.41 -0.2897
H -0.449532 1.084165 1.426096 0.13 -0.70 -1.79 0.1986
H 0.652674 2.148896 -0.350935 0.85 0.43 -0.53 0.2183
H 1.744212 -1.340180 -0.331304 0.00 0.58 0.35 0.2412
N 2.251980 -0.390309 -0.351882 1.28 -0.52 0.10 -0.0106
C -0.372149 0.593880 0.391464 0.21 0.08 -0.62 0.0143



[4]
11
Properties=species:S:1:pos:R:3:forces:R:3:nbo_charge:R:1 method="wB97M-V/def2-TZVPD" total_energy_ha=-264.56549 smiles="CNC(N)=O" homo_energy_ha=-0.352 largest_force_ha_per_bohr=0.0518
C -0.727011 0.354398 0.019043 -1.34 0.22 0.22 0.7767
N -1.936692 -0.351167 -0.070304 -0.66 1.96 0.61 -0.8710
H 2.125470 0.330096 1.019628 -0.26 -0.10 -2.44 0.1958
C 1.663895 0.205023 -0.059005 0.11 1.61 0.82 -0.4349
H 2.245571 -0.397428 -0.784562 0.21 0.57 0.72 0.1991
N 0.388494 -0.452900 0.111211 -0.59 1.76 -0.50 -0.6508
H 0.343878 -1.444506 0.212225 -0.27 -0.18 -0.02 0.3935
H -2.771626 0.238385 0.205388 1.53 -1.45 -0.70 0.4141
H -2.000243 -1.352458 -0.160727 -0.03 0.26 0.19 0.3889
H 1.401934 1.268605 -0.516992 0.88 -2.26 1.11 0.2535
O -0.733668 1.601956 0.024092 0.43 -2.38 -0.01 -0.6650